(1)
The following is a quantum chemistry calculation of an isolated molecule of C3H5NS3 at a distorted geometry, from OMol25.

Atoms and positions in Å:
1 H 1.276 1.555 -0.354
2 S 1.909 -0.883 -1.179
3 H -0.714 -1.674 1.082
4 S -2.700 -1.232 -0.776
5 N -0.342 -1.076 0.374
6 C 0.956 -1.378 0.055
7 H 0.227 1.377 1.122
8 H 1.446 -1.988 0.829
9 S -1.081 1.173 -0.921
10 C 0.288 1.753 0.105
11 C -1.362 -0.449 -0.408
12 H 0.098 2.823 0.071

Forces on atoms 1 to 3 (eV/Å):
-0.7 0.0 0.3
-0.6 -0.2 0.2
-0.4 -0.3 0.3

Kohn-Sham gap	8.16	eV
ΔE to the lowest compared entry with this formula, charge and spin	0.3744	eV
maximum force	0.0326	hartree/bohr
E_tot	-37187.0846	eV


(2)
The following is a quantum chemistry calculation of C23H16BrF4N4O4PS2Tl as an isolated structure at a distorted geometry, from OMol25.

Atoms and positions in Å:
1 P -0.199 0.356 -0.709
2 C 2.130 -3.939 2.344
3 H 0.356 -2.320 0.856
4 H 2.940 -4.525 2.765
5 C -0.622 4.876 -1.548
6 H 2.380 1.644 -0.134
7 F -3.365 -1.666 -5.400
8 N 0.243 -1.662 1.621
9 C 2.580 0.662 -0.535
10 C -1.493 -0.451 -4.582
11 O -4.591 -1.058 5.158
12 C -2.633 -1.232 -4.362
13 C 1.534 -0.117 -1.023
14 H 4.684 0.797 -0.186
15 F -4.022 -2.389 -2.863
16 C 3.875 0.177 -0.543
17 F 0.397 0.645 -3.755
18 C 1.809 -1.415 -1.449
19 C -3.704 -0.643 4.476
20 C 0.465 4.213 -2.096
21 C -1.066 -0.344 -2.186
22 H 3.304 -2.909 -1.786
23 N 2.980 -0.709 3.565
24 H -0.741 5.939 -1.700
25 C -1.559 4.168 -0.816
26 C -0.298 2.136 -1.159
27 C 2.263 -2.529 2.772
28 H 1.494 2.362 -2.331
29 H 0.997 -2.044 -1.792
30 C -2.217 -1.131 -1.986
31 S 1.362 1.192 2.603
32 H -2.158 2.259 -0.084
33 O -4.348 1.455 2.128
34 F -1.157 -0.098 -5.835
35 H 2.180 -3.996 1.257
36 C 4.142 -1.103 -1.000
37 H 1.183 -4.362 2.671
38 O -2.889 -1.145 3.701
39 N 1.406 -1.537 2.355
40 C 1.885 -0.341 2.853
41 O -5.576 2.560 3.644
42 H 5.153 -1.482 -0.997
43 H 1.188 4.765 -2.682
44 C 3.102 -1.902 -1.445
45 C -4.702 1.878 3.215
46 Br -2.732 -1.626 -0.215
47 Tl -1.887 0.668 2.195
48 C -1.405 2.807 -0.638
49 S -3.414 1.297 4.664
50 C 0.637 2.854 -1.897
51 N 3.215 -2.042 3.500
52 H 3.542 -0.095 4.131
53 C -0.722 -0.049 -3.505
54 C -2.969 -1.588 -3.060
55 H -0.550 -1.933 2.203
56 H -2.407 4.674 -0.377

Forces on atoms 1 to 3 (eV/Å):
0.0 0.5 -0.4
-0.1 0.0 0.0
0.2 0.2 0.1

Kohn-Sham gap	5.96	eV
charge	-1
ΔE to the lowest compared entry with this formula, charge and spin	0.0000	eV
maximum force	0.0407	hartree/bohr
E_tot	-154828.0579	eV


(3)
The following is a quantum chemistry calculation of an isolated molecule of C6H8O2 at a distorted geometry, from OMol25.

Atoms and positions in Å:
1 H 1.983 1.716 -0.016
2 C 0.032 0.979 0.610
3 H -0.448 -1.676 -1.214
4 C -0.493 -0.428 0.457
5 O 0.558 -1.365 0.455
6 C 1.459 0.777 0.152
7 O -0.233 1.263 -0.926
8 H 1.383 0.407 -2.063
9 H -2.642 0.151 0.225
10 C -1.962 -0.619 0.976
11 C 0.101 -0.919 -0.726
12 C 0.839 0.353 -1.177
13 H -2.014 -0.412 2.015
14 H -0.475 1.505 1.526
15 H -2.303 -1.666 0.855
16 H 2.067 -0.062 0.691

Forces on atoms 1 to 3 (eV/Å):
0.1 0.0 0.3
-0.9 -0.8 -1.5
-0.3 -0.4 -1.7

Kohn-Sham gap	10.13	eV
ΔE to the lowest compared entry with this formula, charge and spin	5.0365	eV
maximum force	0.0935	hartree/bohr
E_tot	-10441.6898	eV


(4)
The following is a quantum chemistry calculation of C12H22N2O2S2 as an isolated structure at a distorted geometry, from OMol25.

Atoms and positions in Å:
1 C 0.304 2.406 3.212
2 H 0.988 -5.924 0.365
3 H 0.837 -2.081 -1.385
4 H 0.275 -3.279 -2.456
5 C 1.359 3.336 1.544
6 C 0.026 3.300 1.189
7 H 1.480 1.181 0.553
8 H -0.062 -4.480 0.357
9 C -3.420 1.654 0.200
10 H -0.482 3.615 0.290
11 H 1.793 -1.444 -0.238
12 H 2.375 2.638 3.339
13 H -1.470 1.104 1.180
14 H -2.909 -0.076 -2.602
15 S 1.042 0.325 -1.684
16 N 1.527 2.791 2.813
17 H 0.085 1.896 4.138
18 C 0.592 -5.111 -0.245
19 C 2.342 -0.789 -0.914
20 C 0.645 1.279 -0.141
21 H -1.686 2.235 2.242
22 H -4.831 1.652 -1.464
23 H 1.879 -2.601 -2.719
24 H -1.006 -0.118 -0.984
25 H -0.235 0.850 0.337
26 H 3.076 -0.205 -0.359
27 C -0.657 2.561 2.208
28 C 1.182 -2.944 -1.954
29 N -1.863 0.389 -0.810
30 S 2.033 -4.121 -0.822
31 H 2.205 3.641 0.947
32 C -2.948 0.481 -1.678
33 H 2.701 -1.431 -1.719
34 O 2.513 -3.394 0.431
35 H 0.450 2.278 -0.531
36 H 0.020 -5.556 -1.058
37 C -2.131 1.135 0.327
38 C -3.902 1.271 -1.066
39 H -3.958 2.132 1.005
40 O -0.171 -0.597 -1.849

Forces on atoms 1 to 3 (eV/Å):
-2.4 -1.8 0.3
0.1 0.2 0.0
-0.2 -1.2 -0.4

Kohn-Sham gap	8.06	eV
ΔE to the lowest compared entry with this formula, charge and spin	3.7306	eV
maximum force	0.1062	hartree/bohr
E_tot	-41539.8644	eV


(5)
The following is a quantum chemistry calculation of an isolated molecule of C4H4O3, from OMol25.

Atoms and positions in Å:
1 H 1.760 -1.214 -1.825
2 C 0.130 0.002 -1.193
3 O -0.174 0.421 -2.292
4 H -2.413 1.080 1.522
5 H 2.030 -0.381 -0.264
6 H 0.962 -1.785 -0.332
7 C -0.799 0.216 -0.070
8 C -1.374 0.894 1.814
9 O -0.931 0.462 2.819
10 C 1.297 -0.903 -0.889
11 O -0.488 1.208 0.711

Forces on atoms 1 to 3 (eV/Å):
0.0 0.0 0.1
-0.1 0.0 -0.4
0.2 0.0 0.3

Kohn-Sham gap	9.27	eV
ΔE to the lowest compared entry with this formula, charge and spin	3.4570	eV
maximum force	0.0172	hartree/bohr
E_tot	-10351.7552	eV


(6)
The following is a quantum chemistry calculation of an isolated molecule of C4H5N at a distorted geometry, from OMol25.

Atoms and positions in Å:
1 H -1.637 0.979 -0.473
2 H -0.125 0.883 -1.496
3 C -0.666 0.510 -0.631
4 C 0.120 0.191 0.614
5 N 2.698 0.517 0.633
6 H -1.321 -1.461 0.185
7 C 1.549 0.373 0.641
8 H 0.215 -1.497 -0.815
9 C -0.472 -0.909 -0.221
10 H -0.362 0.414 1.563

Forces on atoms 1 to 3 (eV/Å):
0.3 -0.2 0.0
0.0 -0.1 0.2
-0.2 0.4 -0.3

Kohn-Sham gap	11.79	eV
ΔE to the lowest compared entry with this formula, charge and spin	0.9005	eV
maximum force	0.0232	hartree/bohr
E_tot	-5717.9461	eV


Copy entry 5 word for word.
The following is a quantum chemistry calculation of an isolated molecule of C4H4O3, from OMol25.

Atoms and positions in Å:
1 H 1.760 -1.214 -1.825
2 C 0.130 0.002 -1.193
3 O -0.174 0.421 -2.292
4 H -2.413 1.080 1.522
5 H 2.030 -0.381 -0.264
6 H 0.962 -1.785 -0.332
7 C -0.799 0.216 -0.070
8 C -1.374 0.894 1.814
9 O -0.931 0.462 2.819
10 C 1.297 -0.903 -0.889
11 O -0.488 1.208 0.711

Forces on atoms 1 to 3 (eV/Å):
0.0 0.0 0.1
-0.1 0.0 -0.4
0.2 0.0 0.3

Kohn-Sham gap	9.27	eV
ΔE to the lowest compared entry with this formula, charge and spin	3.4570	eV
maximum force	0.0172	hartree/bohr
E_tot	-10351.7552	eV


What is the E_tot in the second record?
-154828.0579 eV